2 unconnected molecules or ions with the total composition C6H9Br, computed with ωB97M-V/def2-TZVPD.

Geometry (Å):
C  0.240  -3.071  0.405
C  0.494  -1.948  0.045
C  -0.119  0.854  1.437
C  -1.069  0.802  -1.035
C  1.164  0.022  -0.725
C  0.153  0.991  -0.122
Br  2.920  0.031  -0.171
H  -0.084  -4.106  0.507
H  -0.271  -0.133  1.695
H  0.525  1.398  2.098
H  -1.122  1.294  1.590
H  -0.791  0.926  -2.119
H  -1.974  1.529  -0.876
H  -1.559  -0.222  -0.950
H  0.855  -0.372  -1.682
H  0.638  2.005  -0.098

Forces on atoms 1 to 3 (eV/Å):
C -0.5 -1.0 -0.4
C 0.9 3.0 -1.0
C -1.7 1.6 -2.0

Summary:
Multiplicity: 1
Gap between HOMO and LUMO in eV: 9.6
Lowest unoccupied orbital energy in eV: 0.0

Atomic partial charges in e from the Mulliken method, atoms 1 to 6: -0.32 -0.47 -1.29 -1.35 -0.39 0.63